{
  "formula": "C6H11NO",
  "method": "ωB97M-V/def2-TZVPD",
  "species": ["C", "C", "H", "C", "H", "H", "H", "C", "H", "C", "H", "H", "H", "H", "O", "N", "H", "C", "H"],
  "coordinates": [[0.4467, -0.1371, -0.1982], [-0.8298, 0.5265, 0.1566], [0.9282, -0.6820, 1.8421], [0.1867, -1.6111, -0.7533], [0.9231, 0.4180, -1.0092], [-0.0688, -2.2819, 0.0773], [-1.6477, 2.5774, 0.4497], [-0.7728, 2.0589, 0.0264], [2.2933, -0.7371, 0.7146], [-1.9282, -0.0376, 0.6468], [1.6808, 0.8231, 1.2827], [-2.7781, 0.5551, 0.9468], [0.0866, 3.6482, -0.6604], [1.2029, -2.8397, -1.8799], [1.3761, -2.0411, -1.3719], [0.1722, 2.6372, -0.5720], [-2.0234, -1.1021, 0.7761], [1.3991, -0.1864, 0.9948], [-0.6472, -1.5885, -1.4687]],
  "forces_ev_per_angstrom": [[-0.146, -2.273, -0.809], [0.252, 2.004, 0.224], [-0.039, -0.030, 0.079], [-0.006, 1.422, 0.551], [-0.067, -0.035, 0.048], [-0.099, 0.076, -0.007], [0.145, -0.017, -0.067], [-0.872, -1.023, 0.132], [0.122, -0.008, 0.033], [0.120, 0.122, -0.090], [0.074, 0.070, 0.116], [-0.114, 0.160, -0.012], [-0.255, -0.124, 0.293], [0.010, 0.048, 0.090], [0.369, -0.137, -0.236], [0.419, -0.125, -0.232], [0.031, -0.224, -0.004], [-0.031, 0.051, -0.235], [0.087, 0.043, 0.127]],
  "smiles": "[H]/N=C/C(=C)[C@@H](C)CO",
  "e_above_lowest_kj_mol": 165.7,
  "homo_energy_ev": -9.7,
  "charge": 0,
  "e_tot_ev": -9936.7367,
  "orbital_gap_ev": 10.55
}